No. 1
Below is a molecular structure, C4H12OS2 at a distorted geometry, with properties calculated with the ωB97M-V functional and the def2-TZVPD basis.

CARTESIAN COORDINATES (ANGSTROEM)
C (-1.44, 0.94, -1.60)
C (-1.29, 2.30, -0.90)
S (-0.52, 2.53, 0.75)
S (-0.19, 0.51, 1.29)
C (1.39, 0.28, 2.00)
C (1.49, -1.18, 1.55)
H (-0.67, 1.02, -2.35)
H (-2.46, 0.96, -1.87)
H (-1.19, 0.04, -0.96)
H (-2.31, 2.77, -0.81)
H (-0.61, 2.91, -1.54)
H (2.24, 0.85, 1.43)
H (1.40, 0.49, 3.12)
H (2.33, -1.78, 1.92)
H (1.63, -1.16, 0.45)
H (0.60, -1.71, 1.73)
H (0.58, -3.39, -1.44)
H (-0.69, -2.90, -1.76)
O (-0.27, -3.47, -1.01)

Output
Molecular weight in g/mol: 140.27
ΔE to the lowest compared entry with this formula, charge and spin in eV: 1.8255
E_HOMO in eV: -7.88

No. 2
Below is 2 unconnected molecules or ions with the total composition C4H12OS2 at a distorted geometry, with properties calculated with the ωB97M-V functional and the def2-TZVPD basis.

CARTESIAN COORDINATES (ANGSTROEM)
C (0.00, 0.00, 0.00)
C (-0.44, 0.78, -1.32)
C (0.76, 1.35, -2.07)
S (0.29, 2.47, -3.42)
S (2.07, 3.05, -4.12)
C (2.79, 4.21, -2.91)
H (0.82, 0.56, 0.47)
H (0.34, -1.03, -0.20)
H (-0.85, -0.04, 0.71)
H (-1.10, 0.10, -1.89)
H (-1.05, 1.62, -0.95)
H (1.28, 0.49, -2.53)
H (1.49, 1.88, -1.42)
H (2.00, 4.90, -2.59)
H (3.60, 4.80, -3.39)
H (3.21, 3.71, -2.02)
O (4.96, 3.18, -4.49)
H (5.08, 2.30, -4.07)
H (5.49, 3.79, -3.93)

Output
Molecular weight in g/mol: 140.27
ΔE to the lowest compared entry with this formula, charge and spin in eV: 0.4540
SMILES string: CCCSSC.O
E_HOMO in eV: -8.34

No. 3
Below is 2 unconnected molecules or ions with the total composition C4H12OS2 at a distorted geometry, with properties calculated with the ωB97M-V functional and the def2-TZVPD basis.

CARTESIAN COORDINATES (ANGSTROEM)
C (-1.98, 0.48, -1.68)
C (-0.73, 1.35, -2.06)
S (0.82, 0.47, -1.69)
S (1.05, 1.54, 0.11)
C (1.89, 0.52, 1.22)
C (0.90, -0.06, 2.29)
H (-1.86, 0.00, -0.64)
H (-2.08, -0.54, -2.36)
H (-2.99, 1.07, -1.94)
H (-0.75, 2.29, -1.47)
H (-0.57, 1.61, -3.14)
H (2.54, -0.31, 0.81)
H (2.49, 1.14, 1.95)
H (0.11, -0.83, 2.05)
H (0.24, 0.71, 2.63)
H (1.48, -0.41, 3.20)
H (-0.18, -3.15, -0.57)
H (-0.56, -2.78, 0.88)
O (0.17, -3.09, 0.40)

Output
Molecular weight in g/mol: 140.27
ΔE to the lowest compared entry with this formula, charge and spin in eV: 1.1909
Charge: +1
2S+1: 2
E_HOMO (spin up / spin down) in eV: -14.29 / -14.69

No. 4
Below is 2 unconnected molecules or ions with the total composition C4H12OSi2 at a distorted geometry, with properties calculated with the ωB97M-V functional and the def2-TZVPD basis.

CARTESIAN COORDINATES (ANGSTROEM)
C (2.68, -2.81, -0.51)
C (2.83, -1.56, -0.80)
C (-2.12, 2.43, 0.79)
C (-2.83, 1.13, 0.47)
O (-3.55, -0.98, -1.02)
Si (3.50, -0.14, 0.15)
Si (-2.31, -0.02, -0.84)
H (2.21, -3.55, -1.20)
H (3.11, -3.22, 0.37)
H (2.43, -1.19, -1.81)
H (-1.08, 2.23, 0.62)
H (-2.39, 3.20, 0.09)
H (-2.43, 2.94, 1.74)
H (-3.88, 1.22, 0.37)
H (-2.84, 0.42, 1.34)
H (-4.46, -1.00, -0.70)
H (2.44, 0.92, 0.35)
H (4.14, -0.63, 1.36)
H (4.53, 0.60, -0.78)

Output
Molecular weight in g/mol: 132.31
ΔE to the lowest compared entry with this formula, charge and spin in eV: 3.9519
E_HOMO in eV: -7.97